This record from the Open Molecules 2025 dataset describes a single C4H4ClNOS molecule in a non-equilibrium geometry. The level of theory is wB97M-V/def2-TZVPD.

Properties
Frontier orbital gap, eV: 7.4
SMILES string: O=C1C(=S)NC[C@@H]1Cl
Net charge: 0
Strongest force on any atom, eV Å⁻¹: 7.4
LUMO energy, eV: -1.82

The geometry in XYZ format:
```
12
C4H4ClNOS, DFT wB97M-V/def2-TZVPD
O 1.951 1.599 0.368
C 1.162 0.659 -0.016
C 0.629 0.307 -1.291
S 1.192 0.845 -2.790
N -0.637 -0.390 -1.028
C -0.874 -0.763 0.343
C 0.203 -0.001 1.055
Cl -0.294 1.112 2.430
H -1.467 -0.289 -1.725
H -0.784 -2.019 0.445
H -1.919 -0.340 0.683
H 0.837 -0.721 1.528
```


This record from the Open Molecules 2025 dataset describes a molecular structure, C30H51Cl2EuN2PS in a non-equilibrium geometry. The level of theory is wB97M-V/def2-TZVPD.

Properties
Frontier orbital gap (spin up / spin down), eV: 3.5 / 3.9
Net charge: -1
Multiplicity: 7
Strongest force on any atom, eV Å⁻¹: 4.2
LUMO energy (spin up / spin down), eV: 2.25 / 2.25

The geometry in XYZ format:
```
88
C30H51Cl2EuN2PS, DFT wB97M-V/def2-TZVPD
P 0.129 -1.010 -2.070
C 1.717 -0.364 -2.815
C 1.987 -0.732 -4.278
C 3.404 -0.298 -4.684
C 3.659 1.191 -4.412
C 3.302 1.593 -2.974
C 1.883 1.146 -2.581
C -1.319 -0.110 -2.831
C -1.248 0.062 -4.347
C -2.570 0.636 -4.880
C -2.946 1.951 -4.182
C -2.913 1.837 -2.651
C -1.599 1.229 -2.125
C -0.021 -2.701 -2.781
C 1.183 -3.560 -2.352
C 1.086 -4.982 -2.925
C -0.249 -5.657 -2.586
C -1.450 -4.788 -2.975
C -1.361 -3.361 -2.407
H 2.480 -0.874 -2.194
H 1.255 -0.241 -4.934
H 1.882 -1.811 -4.447
H 3.567 -0.526 -5.746
H 4.125 -0.892 -4.105
H 4.714 1.421 -4.605
H 3.065 1.794 -5.113
H 4.012 1.118 -2.280
H 3.395 2.680 -2.849
H 1.714 1.412 -1.524
H 1.145 1.698 -3.185
H -2.174 -0.773 -2.605
H -3.367 -0.102 -4.706
H -1.039 -0.893 -4.849
H -0.431 0.751 -4.607
H -2.495 0.789 -5.966
H -3.947 2.262 -4.505
H -2.250 2.739 -4.503
H -3.075 2.826 -2.198
H -3.741 1.189 -2.327
H -1.696 1.091 -1.031
H -0.772 1.933 -2.307
H 0.000 -2.566 -3.879
H 2.129 -3.105 -2.681
H 1.230 -3.610 -1.253
H 1.191 -4.927 -4.019
H 1.923 -5.583 -2.548
H -0.285 -5.857 -1.507
H -0.314 -6.625 -3.096
H -2.384 -5.255 -2.640
H -1.496 -4.718 -4.071
H -2.203 -2.775 -2.801
H -1.486 -3.376 -1.313
Eu 0.032 -0.182 0.742
Cl -2.404 -0.916 0.982
Cl 2.581 -0.055 1.135
C -0.487 1.798 4.049
H -0.974 2.150 4.968
C -0.475 2.832 3.077
C -1.240 3.969 3.531
C -1.301 5.148 2.824
C -0.669 5.244 1.583
C 0.028 4.135 1.081
C 0.183 2.950 1.815
H -1.771 3.904 4.488
H -1.843 5.986 3.274
H 0.494 4.220 0.104
H 0.886 2.153 1.487
H -0.713 6.182 1.033
C 2.459 0.009 5.803
N 1.228 -0.051 6.613
C 1.417 -0.046 8.067
C 0.034 -0.005 5.990
S 0.135 0.225 4.193
N -1.156 -0.067 6.588
C -1.466 0.086 8.019
C -2.364 -0.256 5.769
H 3.300 0.021 6.501
H 2.510 0.913 5.164
H 2.559 -0.888 5.167
H 1.119 0.920 8.517
H 0.907 -0.908 8.526
H 2.495 -0.169 8.243
H -2.229 0.868 8.151
H -1.905 -0.849 8.397
H -0.605 0.343 8.627
H -2.570 0.583 5.086
H -2.342 -1.192 5.189
H -3.199 -0.333 6.469
```


This record from the Open Molecules 2025 dataset describes 4 unconnected molecules or ions with the total composition C2H13NO4 in a non-equilibrium geometry. The level of theory is wB97M-V/def2-TZVPD.

Properties
Frontier orbital gap, eV: 10.4
SMILES string: CNCO.O.O.O
Net charge: 0
Strongest force on any atom, eV Å⁻¹: 1.0
LUMO energy, eV: 0.39

The geometry in XYZ format:
```
20
C2H13NO4, DFT wB97M-V/def2-TZVPD
C 0.856 -2.195 0.192
N -0.496 -1.671 0.301
C -0.728 -0.477 -0.478
O -0.471 -0.619 -1.871
H 1.570 -1.399 -0.018
H 1.206 -2.759 1.062
H 0.965 -2.902 -0.630
H -1.182 -2.380 0.061
H -0.075 0.292 -0.080
H -1.765 -0.162 -0.357
H -1.279 -0.676 -2.386
O 1.108 2.188 1.245
H 0.443 1.581 1.627
H 0.767 2.435 0.376
O -0.016 2.083 -1.835
H 0.121 1.199 -2.219
H 0.130 2.710 -2.551
O -0.358 0.119 2.439
H 0.435 -0.075 2.951
H -0.463 -0.669 1.855
```


This record from the Open Molecules 2025 dataset describes a single CH4BrP molecule in a non-equilibrium geometry. The level of theory is wB97M-V/def2-TZVPD.

Properties
Frontier orbital gap (spin up / spin down), eV: 6.3 / 7.0
Net charge: 0
Multiplicity: 3
Strongest force on any atom, eV Å⁻¹: 4.5
LUMO energy (spin up / spin down), eV: 0.93 / -3.31

The geometry in XYZ format:
```
7
CH4BrP, DFT wB97M-V/def2-TZVPD
C 0.718 -0.020 -0.322
P -0.634 0.689 0.832
Br -2.472 0.146 -0.254
H 1.411 -0.636 0.265
H 1.351 0.829 -0.750
H 0.425 -0.520 -1.266
H -0.799 -0.488 1.494
```